This record from the Open Molecules 2025 dataset describes the molecule C3H5NO2. The level of theory is ωB97M-V with the def2-TZVPD basis set.

```
11
Properties=species:S:1:pos:R:3:mulliken_charge:R:1
O -1.25197 1.80749 -0.74980 -0.489
C -1.23041 0.65484 -1.11279 0.100
C -0.25019 -0.36018 -0.58345 -0.459
N 0.58269 0.22735 0.42875 -0.142
C 1.12604 -0.52922 1.41699 0.046
O 1.05096 -1.74062 1.47465 -0.559
H -1.93437 0.27914 -1.88122 0.338
H -0.79149 -1.22375 -0.17614 0.319
H 0.33383 -0.74376 -1.43468 0.238
H 0.53882 1.23337 0.52157 0.268
H 1.66124 0.07879 2.16850 0.340
```

Results
F_max: 0.54 eV Å⁻¹
Calculated total energy: -322.5466 Eh
HOMO: -0.375 Ha
Structure (SMILES): O=CCNC=O
Energy relative to the best compared isomer or geometry (same formula, charge and spin): 17.4 kcal per mole
LUMO energy: 0.8 eV
Charge: 0
Spin multiplicity: 1
Gap between HOMO and LUMO: 0.405 Eh

***

This record from the Open Molecules 2025 dataset describes the molecule CH4N3OP3 in a non-equilibrium geometry. The level of theory is ωB97M-V with the def2-TZVPD basis set.

```
12
Properties=species:S:1:pos:R:3:mulliken_charge:R:1
C -1.12610 0.43696 0.33726 -0.510
N 3.78329 2.03712 -0.27100 -0.496
N 1.06264 -1.60654 0.58804 -0.228
N 3.32246 -0.67074 -0.19800 -0.417
O -0.46019 0.19478 1.47526 -0.171
P 2.86026 1.11421 0.39460 0.214
P 2.21927 -1.81918 -0.50643 0.212
P 0.87108 -0.52459 1.77141 0.269
H -0.75731 -0.37406 -0.34224 0.264
H -0.76705 1.40345 0.01449 0.259
H -2.16743 0.56207 0.32550 0.276
H 3.82579 -0.43205 -1.03186 0.328
```

Results
F_max: 4.37 eV Å⁻¹
Calculated total energy: -1304.0095 Eh
HOMO (alpha / beta): -0.311 / -0.311 Ha
Energy relative to the best compared isomer or geometry (same formula, charge and spin): 57.2 kcal per mole
LUMO energy (alpha / beta): -1.1 / -1.1 eV
Charge: 0
Spin multiplicity: 1
Gap between HOMO and LUMO (alpha / beta): 0.271 / 0.271 Eh

***

This record from the Open Molecules 2025 dataset describes a cluster of 2 separate species, C5H8O2 in total. The level of theory is ωB97M-V with the def2-TZVPD basis set.

```
15
Properties=species:S:1:pos:R:3:mulliken_charge:R:1
C 1.38005 -0.30019 -0.91333 -0.682
C 0.12545 -0.03703 -0.56163 0.265
C -0.87041 1.10858 -0.71572 -0.513
C -1.97801 0.21013 -0.09210 -0.369
C -0.91427 -0.87688 0.12469 0.350
O -0.89821 -1.95510 0.66029 -0.585
H 1.82494 -1.26740 -0.69242 0.280
H 2.00761 0.42635 -1.42146 0.278
H -0.63426 1.99492 -0.11776 0.206
H -1.05412 1.41502 -1.74895 0.263
H -2.76153 -0.10264 -0.78933 0.239
H -2.44559 0.57887 0.82499 0.261
O 2.41294 -0.26650 1.97191 -0.653
H 2.08327 -1.17259 1.93564 0.331
H 1.72211 0.24447 1.53518 0.328
```

Results
F_max: 0.58 eV Å⁻¹
Calculated total energy: -345.7432 Eh
HOMO: -0.365 Ha
Structure (SMILES): C=C1CCC1=O.O
Energy relative to the best compared isomer or geometry (same formula, charge and spin): 38.7 kcal per mole
LUMO energy: -0.1 eV
Charge: 0
Spin multiplicity: 1
Gap between HOMO and LUMO: 0.360 Eh

***

This record from the Open Molecules 2025 dataset describes the molecule C9H12N4O3 in a non-equilibrium geometry. The level of theory is ωB97M-V with the def2-TZVPD basis set.

```
28
Properties=species:S:1:pos:R:3:mulliken_charge:R:1
C -3.84525 -2.00128 -0.91058 -1.385
C -3.56408 -0.81295 -0.09387 0.935
O -4.17945 -0.53374 0.90528 -0.663
N -2.73830 0.05354 -0.57098 -0.171
C -2.49396 1.17748 0.25673 -1.568
C -1.11254 1.16670 0.76148 -0.278
N 0.00248 1.05377 -0.16857 0.097
C 1.17473 0.87764 0.00484 0.407
C 1.66147 0.05618 1.29333 -0.667
C 3.02767 -0.34349 1.06040 -0.061
C 3.84420 -0.06176 0.08023 0.059
N 5.29014 -0.45682 -0.03485 0.899
O 5.60181 -1.03152 1.15495 -0.550
O 5.77740 -0.38472 -1.08061 -0.535
C 3.26854 0.26426 -1.19009 -0.565
N 1.89413 0.94235 -1.20785 -0.640
H -4.10385 -1.65485 -2.00185 0.279
H -2.95490 -2.74483 -1.06833 0.280
H -4.63233 -2.48361 -0.61929 0.447
H -2.22031 -0.31694 -1.51131 0.320
H -2.55574 2.01580 -0.28167 0.603
H -3.21976 1.39303 0.86124 0.681
H -1.09002 0.26836 1.61412 0.243
H -0.90635 2.16067 1.29430 0.284
H -0.21622 1.72126 -0.95958 0.308
H 1.14069 -0.18551 2.08824 0.527
H 3.44032 -0.83534 2.14457 0.167
H 3.70946 0.69633 -1.82028 0.546
```

Results
F_max: 16.05 eV Å⁻¹
Calculated total energy: -794.5016 Eh
HOMO: -0.311 Ha
Structure (SMILES): CC(=O)NCCNc1ccc([N+](=O)[O-])cn1
Energy relative to the best compared isomer or geometry (same formula, charge and spin): 201.1 kcal per mole
LUMO energy: -0.7 eV
Charge: 0
Spin multiplicity: 1
Gap between HOMO and LUMO: 0.287 Eh

***

This record from the Open Molecules 2025 dataset describes a structure of composition C3H3IrO3 in a non-equilibrium geometry. The level of theory is ωB97M-V with the def2-TZVPD basis set.

```
10
Properties=species:S:1:pos:R:3:mulliken_charge:R:1
C 1.21193 -0.14766 0.45622 0.316
O -1.31080 0.75599 -0.94900 -0.510
C -0.95326 0.85167 0.26140 0.657
C 1.25923 -0.94271 -0.60916 -0.374
O 0.30917 0.89808 0.63664 -0.153
O -1.82524 0.79679 1.17655 -0.460
H 1.77251 -0.32292 1.37425 0.416
H 0.77938 -0.70084 -1.55531 0.340
H 1.83135 -1.86727 -0.53046 0.315
Ir -3.07428 0.67888 -0.26112 1.455
```

Results
F_max: 9.87 eV Å⁻¹
Calculated total energy: -445.1348 Eh
HOMO (alpha / beta): -0.691 / -0.743 Ha
Energy relative to the best compared isomer or geometry (same formula, charge and spin): 0.0 kcal per mole
LUMO energy (alpha / beta): -10.4 / -14.0 eV
⟨S²⟩: 6.007
Charge: +2
Spin multiplicity: 5
Gap between HOMO and LUMO (alpha / beta): 0.307 / 0.227 Eh

***

This record from the Open Molecules 2025 dataset describes a cluster of 3 separate species, C4H10O2 in total in a non-equilibrium geometry. The level of theory is ωB97M-V with the def2-TZVPD basis set.

```
16
Properties=species:S:1:pos:R:3:mulliken_charge:R:1
C 1.94677 -0.46920 -1.47885 -0.632
C 1.12958 -0.45830 -0.38496 -0.081
C 1.30130 0.55694 0.76155 -0.432
C 0.58315 0.30287 1.91243 -0.370
H 2.04929 0.46664 -2.01181 0.257
H 2.15878 -1.43590 -1.89672 0.272
H 0.48652 -1.34390 -0.21482 0.287
H 1.96199 1.41656 0.54254 0.313
H -0.28677 0.88718 2.01280 0.140
H 0.53951 -0.68977 2.42184 0.258
O -2.53269 -1.39518 0.12313 -0.634
H -2.51652 -2.12363 -0.42272 0.285
H -2.50779 -0.59561 -0.51503 0.342
O -1.72350 1.50028 -0.54875 -0.664
H -1.85355 1.97314 0.30474 0.323
H -0.73606 1.40787 -0.60538 0.336
```

Results
F_max: 4.39 eV Å⁻¹
Calculated total energy: -308.7091 Eh
HOMO: -0.286 Ha
Structure (SMILES): C=CC=C.O.O
Energy relative to the best compared isomer or geometry (same formula, charge and spin): 118.7 kcal per mole
LUMO energy: -0.6 eV
Charge: 0
Spin multiplicity: 1
Gap between HOMO and LUMO: 0.264 Eh